1.
This record from the Open Molecules 2025 dataset describes a structure of composition C27H45BN9O5SY at a distorted geometry. The level of theory is ωB97M-V/def2-TZVPD.

Structure (XYZ):
```
89
C27H45BN9O5SY | the Open Molecules 2025 dataset | ωB97M-V/def2-TZVPD
Y -0.202 0.471 0.301
C -0.415 -4.478 -0.074
C -1.520 -3.668 -0.746
C -2.587 -4.614 -1.296
C -1.025 -2.736 -1.826
C -1.297 -2.849 -3.196
C -0.764 -1.708 -3.745
N -0.243 -0.956 -2.762
N -0.363 -1.599 -1.570
B 0.531 0.368 -3.106
N 1.921 0.379 -2.485
C 3.052 0.380 -3.204
C 4.093 0.542 -2.324
C 3.495 0.632 -1.052
N 2.162 0.488 -1.149
C 4.333 0.985 0.159
C 3.880 2.294 0.811
C 4.405 -0.118 1.202
N -0.231 1.672 -2.820
C -0.856 2.470 -3.709
C -1.311 3.583 -3.035
C -0.911 3.390 -1.690
N -0.262 2.241 -1.591
C -1.125 4.246 -0.476
C -0.249 5.497 -0.545
C -2.598 4.600 -0.308
H -0.838 -5.150 0.678
H 0.310 -3.839 0.419
H 0.113 -5.086 -0.814
H -2.007 -3.042 0.002
H -2.166 -5.278 -2.056
H -3.412 -4.060 -1.745
H -2.987 -5.239 -0.495
H -1.810 -3.646 -3.705
H -0.731 -1.367 -4.766
H 0.662 0.317 -4.310
H 3.017 0.315 -4.278
H 5.144 0.632 -2.543
H 5.338 1.133 -0.260
H 2.836 2.164 1.179
H 3.930 3.116 0.092
H 4.541 2.533 1.654
H 3.387 -0.272 1.551
H 5.039 0.194 2.034
H 4.754 -1.076 0.804
H -0.914 2.194 -4.750
H -1.853 4.420 -3.445
H -0.818 3.645 0.385
H -0.518 6.126 -1.403
H 0.805 5.225 -0.629
H -0.379 6.085 0.366
H -2.968 5.191 -1.157
H -2.738 5.159 0.618
H -3.203 3.699 -0.203
N -1.711 -1.013 1.759
C -3.180 -0.871 1.931
C -3.981 -0.823 0.633
C -3.815 0.389 -0.283
N -2.559 0.299 -1.041
H -1.507 -1.979 1.519
H -1.274 -0.856 2.655
H -3.348 0.017 2.535
H -3.556 -1.727 2.514
H -5.031 -0.841 0.942
H -3.825 -1.748 0.050
H -3.827 1.295 0.322
H -4.679 0.408 -0.965
H -2.446 1.102 -1.680
H -2.602 -0.527 -1.632
C 3.671 -3.392 4.374
C 2.820 -2.599 3.419
C 2.675 -2.954 2.092
C 1.889 -2.144 1.270
N 1.248 -1.068 1.714
C 1.390 -0.708 3.001
C 2.164 -1.450 3.869
H 4.106 -4.265 3.885
H 3.086 -3.733 5.230
H 4.486 -2.778 4.762
H 3.181 -3.821 1.684
H 1.771 -2.383 0.218
H 0.888 0.220 3.265
H 2.265 -1.137 4.901
O 1.057 1.644 1.261
O -2.524 1.488 3.743
S -2.771 2.387 2.582
O -4.168 2.210 2.104
O -1.832 1.959 1.473
O -2.510 3.791 2.910
```

Relative energy (zero: lowest compared OMol25 entry of this formula, charge and spin) ... 28.44 kcal per mole
Charge ... -2

Löwdin population analysis, charges in e, atoms 1 to 2: 1.2496 -0.0586

***

2.
This record from the Open Molecules 2025 dataset describes a cluster of 14 separate species, C4H37NO15 in total at a distorted geometry. The level of theory is ωB97M-V/def2-TZVPD.

Structure (XYZ):
```
57
C4H37NO15 | the Open Molecules 2025 dataset | ωB97M-V/def2-TZVPD
C 2.445 -1.232 0.966
O 2.815 -2.327 1.768
C 0.886 -0.934 1.219
C 0.437 -0.171 -0.042
C -0.345 1.134 0.368
O -1.695 1.301 0.059
N 0.237 -2.273 1.206
H 2.954 -0.292 1.207
H 2.663 -1.531 -0.084
H 3.388 -2.054 2.489
H 0.878 -0.387 2.207
H -0.245 -0.807 -0.593
H 1.356 0.247 -0.546
H 0.119 2.058 -0.055
H -0.157 1.295 1.438
H 0.911 -2.999 1.408
H -0.522 -2.268 1.881
H -0.789 -3.725 -0.521
H -3.059 0.608 -2.724
H -1.683 -1.233 -3.752
O -1.590 -1.964 -3.132
H 0.774 0.921 3.652
H 1.582 2.207 3.620
O 1.240 1.536 4.234
H -0.413 2.192 -3.129
H 0.945 1.644 -3.186
O 0.441 2.317 -2.690
H 0.709 4.256 -0.233
H 0.981 3.300 -1.296
O 1.465 3.989 -0.786
H -2.359 3.671 1.461
H -1.113 3.511 2.339
O -1.683 4.172 1.930
H -2.502 -3.039 2.210
H -2.801 -2.005 3.340
O -2.124 -2.334 2.742
H -0.601 1.219 4.299
H -1.576 0.469 3.243
O -1.219 0.483 4.135
H 2.927 3.584 1.632
H 1.959 2.716 0.994
O 2.377 2.827 1.876
H -1.887 -1.599 -0.635
H -1.678 0.796 -2.167
O -2.142 0.702 -3.011
H -1.691 -3.635 -1.671
H -0.745 -1.974 -2.645
O -0.765 -3.851 -1.490
H 2.379 -2.362 -3.163
H 1.319 -2.776 -2.115
O 1.437 -2.340 -2.969
H -2.789 -1.421 -1.824
H -2.120 0.480 -0.253
O -2.669 -1.096 -0.897
H 1.816 -0.540 -4.272
H 0.477 -0.503 -3.731
O 1.044 0.033 -4.311
```

Relative energy (zero: lowest compared OMol25 entry of this formula, charge and spin) ... 113.22 kcal per mole

Löwdin population analysis, charges in e, atoms 1 to 2: -0.2125 -0.0694

***

3.
This record from the Open Molecules 2025 dataset describes the ion C3H5N2 with charge +1 at a distorted geometry. The level of theory is ωB97M-V/def2-TZVPD.

Structure (XYZ):
```
10
C3H5N2 | the Open Molecules 2025 dataset | ωB97M-V/def2-TZVPD
C 0.627 0.255 -0.967
C -0.734 0.285 -0.916
N -1.110 -0.049 0.356
C -0.007 -0.250 1.103
N 1.032 -0.250 0.285
H 1.370 0.727 -1.579
H -1.388 0.435 -1.754
H -1.914 -0.495 0.773
H 0.111 -0.346 2.171
H 2.014 -0.313 0.529
```

SMILES ... c1c[nH+]c[nH]1
Relative energy (zero: lowest compared OMol25 entry of this formula, charge and spin) ... 15.40 kcal per mole
Charge ... +1

Löwdin population analysis, charges in e, atoms 1 to 2: 0.0055 -0.0232

***

4.
This record from the Open Molecules 2025 dataset describes the ion C9H10ClN3O5P with charge -1 at a distorted geometry. The level of theory is ωB97M-V/def2-TZVPD.

Structure (XYZ):
```
29
C9H10ClN3O5P | the Open Molecules 2025 dataset | ωB97M-V/def2-TZVPD
C 1.234 -2.678 1.206
C 1.219 -2.147 -0.294
N 0.900 -0.700 -0.394
P 1.995 -0.067 -1.610
O 3.540 -0.042 -0.863
Cl 1.602 1.963 -2.016
C -0.518 -0.434 -0.678
O -0.643 -0.358 -2.132
N -1.956 -0.512 -2.547
O -2.047 -1.300 -3.413
C -1.524 -1.480 -0.040
O -2.127 -1.135 1.001
O -1.780 -2.637 -0.554
C -0.846 0.966 0.018
C -0.220 1.195 1.320
C -0.495 2.480 1.972
C -1.354 3.437 1.238
C -1.852 3.010 -0.058
N -1.639 1.815 -0.678
H 2.061 -2.116 1.718
H 1.586 -3.747 1.132
H 0.242 -2.581 1.705
H 0.623 -2.806 -0.979
H 2.295 -2.259 -0.639
H 3.476 0.726 -0.251
H 0.434 0.461 1.844
H -0.093 2.760 2.970
H -1.631 4.436 1.637
H -2.484 3.752 -0.615
```

SMILES ... CCN(P(O)Cl)[C@@](ON=O)(C(=O)[O-])c1ccccn1
Charge ... -1

Löwdin population analysis, charges in e, atoms 1 to 2: -0.0738 -0.2988

***

5.
This record from the Open Molecules 2025 dataset describes a structure of composition C21H27Cl12N3O3S at a distorted geometry. The level of theory is ωB97M-V/def2-TZVPD.

Structure (XYZ):
```
67
C21H27Cl12N3O3S | the Open Molecules 2025 dataset | ωB97M-V/def2-TZVPD
C 1.518 2.028 1.002
O 0.717 1.224 0.166
C -0.141 2.007 -0.651
C -0.832 1.081 -1.636
C -2.117 0.456 -1.097
C -1.900 -0.521 0.079
C -2.783 -1.776 0.017
C -2.529 -2.667 -1.219
C -1.664 -3.909 -0.873
C -0.245 -3.887 -1.462
C 0.488 -2.527 -1.429
C 1.562 -2.314 -0.377
C 2.773 -1.639 -0.816
O 2.877 -1.238 -2.138
C 3.804 -1.352 0.005
C 3.745 -1.725 1.370
N 4.642 -1.553 2.337
S 4.011 -2.161 3.685
N 2.582 -2.668 3.132
C 2.562 -2.370 1.839
C 1.490 -2.654 0.936
N 0.325 -3.291 1.498
C -0.276 -2.619 2.321
O -0.823 -1.975 3.098
H 0.950 2.564 1.763
H 2.129 2.706 0.394
H 2.213 1.369 1.527
H -0.860 2.585 -0.058
H 0.473 2.724 -1.213
H -0.120 0.312 -1.939
H -1.093 1.695 -2.500
H -2.763 1.260 -0.734
H -2.690 -0.031 -1.888
H -0.847 -0.754 0.235
H -2.196 0.020 0.982
H -3.820 -1.429 0.003
H -2.661 -2.317 0.956
H -2.108 -2.094 -2.043
H -3.510 -3.027 -1.528
H -2.170 -4.777 -1.303
H -1.698 -4.058 0.199
H -0.248 -4.293 -2.471
H 0.358 -4.589 -0.881
H -0.188 -1.676 -1.377
H 1.010 -2.432 -2.379
H 2.250 -0.511 -2.247
H 4.676 -0.836 -0.372
C 0.360 3.285 -4.843
Cl -1.130 2.356 -5.025
Cl 0.061 4.776 -3.950
Cl 1.611 2.324 -4.047
H 0.717 3.546 -5.830
C -6.166 -5.164 -1.741
Cl -4.869 -5.412 -0.572
Cl -7.194 -3.814 -1.256
Cl -5.505 -4.896 -3.355
H -6.773 -6.059 -1.768
C 1.792 5.919 1.702
Cl 2.341 6.231 0.054
Cl 0.373 4.872 1.697
Cl 3.084 5.202 2.663
H 1.516 6.863 2.153
C 2.687 6.682 6.232
Cl 2.644 7.765 7.622
Cl 1.611 5.307 6.474
Cl 2.269 7.547 4.752
H 3.697 6.306 6.127
```

Relative energy (zero: lowest compared OMol25 entry of this formula, charge and spin) ... 0.00 kcal per mole

Löwdin population analysis, charges in e, atoms 1 to 2: -0.1455 -0.1973

***

6.
This record from the Open Molecules 2025 dataset describes an isolated molecule of C19H15F3N4O4S2 at a distorted geometry. The level of theory is ωB97M-V/def2-TZVPD.

Structure (XYZ):
```
47
C19H15F3N4O4S2 | the Open Molecules 2025 dataset | ωB97M-V/def2-TZVPD
O 2.596 2.870 3.113
C 1.656 2.556 2.426
N 1.610 1.500 1.559
C 2.661 0.666 1.185
C 3.917 0.749 1.789
C 4.950 -0.075 1.390
C 4.765 -1.007 0.381
C 3.531 -1.108 -0.228
C 2.484 -0.281 0.162
C 1.157 -0.434 -0.513
F 1.150 -1.356 -1.478
F 0.712 0.705 -1.089
F 0.185 -0.799 0.359
H 3.368 -1.828 -1.015
H 5.573 -1.651 0.072
H 5.910 0.013 1.875
H 4.072 1.470 2.573
H 0.705 1.357 1.118
C 0.358 3.347 2.433
H -0.506 2.714 2.633
H 0.434 4.154 3.159
S 0.064 4.125 0.810
C -1.047 2.977 0.084
N -1.309 1.868 0.702
C -2.260 1.051 0.144
C -2.876 1.343 -1.039
C -2.543 2.526 -1.767
O -2.966 2.902 -2.835
N -1.586 3.330 -1.088
H -1.330 4.204 -1.534
H -3.655 0.710 -1.423
N -2.544 -0.061 0.882
H -2.005 -0.187 1.723
S -3.459 -1.415 0.430
O -3.585 -2.154 1.647
O -4.633 -0.969 -0.248
C -2.383 -2.286 -0.695
C -2.434 -2.022 -2.049
C -1.579 -2.706 -2.898
C -0.698 -3.645 -2.385
C -0.665 -3.906 -1.023
C -1.513 -3.221 -0.170
H -1.523 -3.400 0.894
H 0.020 -4.641 -0.628
H -0.034 -4.176 -3.049
H -1.603 -2.507 -3.959
H -3.142 -1.302 -2.426
```

SMILES ... O=C(CSc1nc(NS(=O)(=O)c2ccccc2)cc(=O)[nH]1)Nc1ccccc1C(F)(F)F

Löwdin population analysis, charges in e, atoms 1 to 2: 0.0839 -0.5198

***

Record-wise HOMO values, in eV: -0.64; -9.86; -14.99; -4.67; -8.65; -9.00
Record-wise energy values, in eV: -64939.273; -36950.369; -6165.224; -46012.886; -193930.751; -63921.693